30
Properties=species:S:1:pos:R:3 method="wB97M-V/def2-TZVPD" lumo_energy_ev=0.4 e_tot_ha=-690.42069 relative_energy_kcal_mol=272.82 gap_ev=8.929
H -3.792 24.686 -0.171
H -5.293 25.941 2.742
H -4.482 25.657 -1.204
H -3.327 22.745 5.143
H -4.578 22.370 0.540
H -4.710 22.616 -1.692
O -4.530 24.025 6.226
H -4.043 27.175 0.932
C -5.144 25.587 1.722
O -5.194 24.129 1.941
H -5.644 23.134 4.063
H -5.942 25.916 1.058
H -4.887 24.674 3.359
O -3.827 25.642 -0.241
C -3.820 23.712 5.043
H -4.525 23.282 6.834
H -3.002 25.823 1.638
H -5.391 23.684 1.113
O -4.832 25.252 -2.001
H -6.361 24.121 -2.543
H -6.333 22.587 -0.832
C -4.742 23.690 3.806
H -6.597 24.866 -0.963
O -4.628 23.280 0.239
C -5.361 23.068 -0.943
O -4.150 22.958 2.839
H -3.042 24.461 4.900
C -5.859 24.401 -1.616
H -4.405 23.532 2.112
C -3.878 26.104 1.053

---

27
Properties=species:S:1:pos:R:3 method="wB97M-V/def2-TZVPD" lumo_energy_ev=0.0 e_tot_ha=-893.64923 relative_energy_kcal_mol=35.81 gap_ev=9.045
H 1.505 -2.403 1.277
H 3.722 1.320 1.039
H 2.078 2.726 -0.264
H 0.695 1.952 -1.050
C -2.172 0.535 1.515
H -1.181 0.403 1.944
H 2.321 1.740 -1.704
H -2.889 0.164 2.242
C 3.385 0.434 0.508
H -3.779 1.259 -1.399
C 1.742 1.835 -0.788
H 4.021 0.303 -0.367
Si 1.215 -0.953 -0.751
H -2.338 1.604 1.410
O -1.066 -0.171 -1.090
H 1.486 -1.160 -2.171
H 1.183 -3.386 -0.145
Si -2.317 -0.375 -0.155
H -0.125 -2.498 0.619
H -4.033 -0.381 -1.962
H 1.331 0.764 1.010
C 1.917 0.598 0.098
H -4.755 0.148 -0.450
C 0.930 -2.454 0.355
H -2.531 -1.806 0.197
C -3.871 0.226 -1.075
H 3.525 -0.424 1.159

---

29
Properties=species:S:1:pos:R:3 method="wB97M-V/def2-TZVPD" lumo_energy_ev="-10.8 / -9.5" spin_multiplicity=3 e_tot_ha=-714.68737 total_charge=+2 gap_ev="5.931 / 7.503"
C 0.514 1.216 2.940
C 0.321 0.324 -4.455
H -0.213 -1.717 -4.927
H -1.138 0.372 4.030
H -0.684 0.645 -4.747
H 1.374 -1.556 -4.186
H 0.471 -0.066 4.626
I -0.674 -2.270 -1.041
H -1.207 -1.489 2.618
C -1.014 1.185 -1.106
H -1.485 0.627 -1.933
H 0.350 2.175 3.440
H 0.674 0.943 -3.626
Mo 0.302 -0.097 0.002
C -0.126 0.074 3.710
H 1.666 -1.024 2.148
H -0.099 -1.421 -3.206
C 0.354 -1.171 -4.167
H 0.841 -2.231 1.471
C -0.203 -1.262 2.976
H -1.802 1.545 -0.411
N 0.735 -1.282 1.809
H -0.446 2.060 -1.497
H -1.127 1.308 1.664
H 0.089 2.245 1.180
H 1.590 1.107 2.798
H 0.956 0.524 -5.328
N -0.109 1.319 1.575
H 0.087 -2.082 3.643

---

36
Properties=species:S:1:pos:R:3 method="wB97M-V/def2-TZVPD" lumo_energy_ev="-10.3 / -14.5" spin_multiplicity=2 e_tot_ha=-1040.83877 relative_energy_kcal_mol=0.00 total_charge=+3 gap_ev="8.168 / 3.947"
H 35.906 -25.651 5.669
H 38.000 -24.149 9.182
N 37.907 -21.438 5.726
H 35.961 -23.882 2.265
H 45.759 -24.913 5.894
C 37.118 -24.222 8.547
H 35.048 -25.359 7.196
C 35.865 -25.021 6.558
N 45.893 -24.041 6.386
O 39.332 -22.424 4.488
H 39.209 -20.076 3.212
N 44.676 -22.496 7.407
Tl 40.973 -24.704 5.227
H 36.737 -23.230 8.303
H 38.292 -25.948 1.096
H 37.195 -20.731 5.842
C 44.728 -23.577 6.650
H 45.478 -22.122 7.892
H 36.289 -24.557 9.170
H 38.147 -19.522 4.406
H 36.575 -25.455 1.225
N 36.740 -23.985 2.899
H 46.772 -23.807 6.824
H 37.599 -26.001 7.548
H 35.590 -23.976 6.417
H 43.762 -22.114 7.605
O 43.786 -24.231 6.137
C 37.267 -25.029 7.184
C 38.729 -21.427 4.726
H 37.796 -22.364 6.112
H 36.917 -23.336 3.653
C 37.829 -24.670 2.505
O 38.911 -24.721 3.084
O 38.265 -24.502 6.332
N 37.543 -25.409 1.508
N 38.709 -20.288 4.064